<one>
Below is one molecule with the formula C7H11Cl, with properties calculated with wB97M-V/def2-TZVPD.

Its HOMO energy is -8.8439 eV.

Last column: Mulliken charge in e.
Element x y z (Å)
1 C 0.74906 -1.81497 -0.07205  -0.9716
2 C 0.79833 -0.49422 0.14747  0.3815
3 C 1.88010 0.13550 0.99515  -1.2332
4 C -0.18049 0.45351 -0.48011  0.2329
5 C 0.43366 1.50955 -1.35761  -1.6189
6 C -1.48442 0.35696 -0.22052  1.0223
7 C -2.19823 -0.60572 0.68037  -1.2014
8 Cl -2.61027 1.48712 -0.97008  -0.2480
9 H -0.02826 -2.22700 -0.73379  0.3037
10 H 1.49382 -2.50202 0.34405  0.2753
11 H 2.53947 -0.66157 1.41708  0.3714
12 H 1.44256 0.72114 1.81560  0.2884
13 H 2.48538 0.82859 0.40282  0.2995
14 H -0.27219 1.90694 -2.09883  0.4513
15 H 0.77749 2.36936 -0.77743  0.3336
16 H 1.32358 1.11564 -1.89569  0.3339
17 H -1.48257 -1.24905 1.24413  0.3524
18 H -2.79499 -0.05415 1.43717  0.3429
19 H -2.87202 -1.27561 0.12229  0.2837


<two>
Below is C7H11Cl as an isolated structure, with properties calculated with wB97M-V/def2-TZVPD.

Its HOMO energy is -8.5532 eV.

Last column: Mulliken charge in e.
Element x y z (Å)
1 C 1.31250 -0.70443 1.29469  -1.2998
2 C 1.79798 0.20527 0.05028  0.9254
3 C 3.14997 0.05902 -0.52633  -1.2141
4 C 0.88344 1.08586 -0.30294  -0.4890
5 C -0.46176 1.34147 0.15903  -0.9836
6 C -1.50060 0.51334 -0.13563  0.6760
7 C -2.91084 0.56976 0.20195  -0.8402
8 H 1.19134 -1.71057 0.85909  0.2989
9 H 0.22493 -0.19834 1.48162  0.3476
10 H 2.16985 -0.84318 1.93699  0.4430
11 H 3.60754 0.53939 -1.46628  0.3153
12 H 3.22918 -1.04211 -0.73562  0.2931
13 H 3.73324 0.20467 0.33952  0.3284
14 H 1.04686 1.96055 -0.91264  0.3510
15 H -0.54965 2.39255 0.57032  0.3111
16 H -3.35772 0.86146 -0.82227  0.2615
17 H -3.11760 -0.78011 0.62317  0.2681
18 H -3.01379 1.49222 1.11847  0.2226
19 Cl -1.10519 -1.25284 -0.43756  -0.2154


Which is most stable, and by how much? <one>, by 0.1543 hartree.


<one>
Below is a 11-piece molecular cluster, H21O11 overall, with properties calculated with wB97M-V/def2-TZVPD.

As for the net charge: -1. Its HOMO energy is -6.5440 eV.

Last column: Mulliken charge in e.
Element x y z (Å)
1 O -13.47400 10.58400 0.48800  -0.6171
2 H -13.49200 11.01500 1.36600  0.2680
3 O -14.01100 13.17100 -0.15300  -0.9166
4 H -13.22800 13.65200 -0.45500  0.3079
5 H -13.76300 12.28900 0.12800  0.3961
6 O -11.36000 11.03700 -1.11600  -0.6899
7 H -11.72900 11.25400 -1.97500  0.4760
8 H -12.19100 10.81900 -0.59200  0.2484
9 O -12.54900 11.39500 3.79800  -0.6404
10 H -12.17400 12.16200 3.30300  0.3558
11 H -13.39300 11.75000 4.00800  0.2830
12 O -14.25100 8.31900 1.53600  -0.7087
13 H -13.48200 7.79300 1.61000  0.3433
14 H -13.99300 9.09100 1.05800  0.3731
15 O -15.56200 11.05200 2.10300  -0.6749
16 H -14.75200 10.99500 1.55100  0.0606
17 H -15.88800 11.95300 1.91800  0.3150
18 O -13.22200 13.69700 2.39500  -0.5574
19 H -13.42500 13.83800 1.46700  0.3574
20 H -13.20800 14.61400 2.69500  0.2404
21 O -12.84900 8.30200 -0.96900  -0.6269
22 H -13.65200 8.29100 -1.39600  0.3130
23 H -12.77800 9.11800 -0.49800  0.1981
24 O -15.19100 10.20600 -1.37900  -0.7693
25 H -14.48200 10.16100 -0.76200  0.3106
26 H -15.97700 10.49900 -0.91300  0.3104
27 O -13.29300 12.25500 -2.88900  -0.6884
28 H -13.61400 11.65500 -2.21600  0.3677
29 H -13.31800 13.12100 -2.43600  0.2998
30 O -11.42500 9.64700 2.11900  -0.7154
31 H -12.13900 9.97300 1.56000  0.4119
32 H -11.63000 9.86600 3.03300  0.3684


<two>
Below is a 11-piece molecular cluster, H21O11 overall, with properties calculated with wB97M-V/def2-TZVPD.

As for the net charge: -1. Its HOMO energy is -6.3440 eV.

Last column: Mulliken charge in e.
Element x y z (Å)
1 O 2.66838 2.54875 -2.86100  -0.6255
2 H 2.33280 1.84679 -2.33187  0.3294
3 H 1.89478 3.01187 -3.20520  0.2914
4 O -0.78570 2.68281 -3.43970  -0.6038
5 H -0.84884 2.19390 -2.63573  0.3191
6 H -0.35900 3.39353 -3.15915  0.2709
7 O -2.64214 -4.08506 0.79735  -0.6133
8 H 3.17811 3.21779 1.71630  0.2839
9 H 2.04911 -4.22187 1.37878  0.2797
10 O 0.70217 1.44755 -0.64810  -0.6364
11 H 1.54883 0.99515 -0.85266  0.3904
12 H 0.08532 0.75348 -0.14117  0.2707
13 O 0.81422 -1.67143 1.67122  -1.1255
14 H 1.77829 -0.66690 0.83144  0.4505
15 H -3.00077 -0.45837 2.25925  0.3290
16 O 1.17267 -4.18699 1.04082  -0.7318
17 H 0.95263 -3.14390 1.33077  0.4780
18 H -2.31481 0.56725 1.47679  0.2977
19 O -3.13152 0.42960 1.84722  -0.6596
20 H -2.32869 -3.43608 0.09206  0.3139
21 O 3.66841 2.59675 1.19985  -0.5977
22 H -1.94170 -4.12802 1.41383  0.3045
23 H 3.59466 3.00285 0.29985  0.3126
24 O -4.31206 0.94474 -0.82607  -0.6278
25 H -3.81738 1.65468 -1.28378  0.3130
26 H -3.62264 0.48605 -0.39351  0.3106
27 O 2.49018 0.00495 0.47806  -0.7236
28 H 0.25854 -1.03451 2.14658  0.2121
29 H 3.35899 0.21914 0.30315  0.2644
30 O -1.40167 -1.48965 0.69138  -0.5871
31 H -0.50620 -2.08853 1.04732  0.3192
32 H -1.53495 -1.38632 -0.24410  0.1912


Which is most stable, and by how much? <one>, by 0.0828 hartree.


<one>
Below is a 11-piece molecular cluster, H21O11 overall, with properties calculated with wB97M-V/def2-TZVPD.

As for the net charge: -1. Its HOMO energy is -6.1454 eV.

Last column: Mulliken charge in e.
Element x y z (Å)
1 O 2.48131 2.89195 -2.98489  -0.5848
2 H 1.87966 2.27789 -3.43275  0.2737
3 H 2.12383 3.35534 -2.22724  0.3058
4 O -0.63064 2.67546 -3.19202  -0.6242
5 H -0.06184 2.28366 -2.49127  0.2870
6 H 0.04554 2.91987 -3.93223  0.3356
7 O -2.41800 -4.11518 0.83763  -0.6016
8 H 3.68561 2.58735 2.27265  0.3258
9 H 1.95173 -4.29728 0.83248  0.2716
10 O 0.45097 1.33397 -0.68800  -0.6631
11 H 1.07127 0.70114 -0.25401  0.4997
12 H 0.72133 2.16334 -0.58309  0.2315
13 O 0.96565 -1.47936 1.49804  -0.9170
14 H 2.08979 -0.98628 0.99438  0.3691
15 H -2.56775 -0.44236 1.39307  0.4308
16 O 1.06627 -3.96878 0.96822  -0.7189
17 H 1.12855 -2.89585 0.93108  0.4345
18 H -2.48530 0.91890 2.00884  0.3159
19 O -3.20193 0.25331 1.81199  -0.6919
20 H -2.70662 -3.46310 0.17055  0.3115
21 O 3.96628 2.79417 1.36141  -0.6384
22 H -2.54276 -3.52332 1.58266  0.3161
23 H 3.21584 2.43027 0.78715  0.3484
24 O -4.40731 0.86740 -1.28996  -0.6739
25 H -3.58100 0.31717 -1.07538  0.3284
26 H -4.69344 0.91413 -0.32581  0.3428
27 O 2.47077 -0.07978 0.33299  -0.8753
28 H 1.78695 -1.90074 1.64311  0.2310
29 H 2.35969 0.63680 0.90868  0.1316
30 O -1.76948 -1.64017 0.76809  -0.7611
31 H -0.97185 -1.80816 1.44117  0.4053
32 H -1.42310 -1.72177 -0.06754  0.2543


<two>
Below is H21O11 as an isolated structure, with properties calculated with wB97M-V/def2-TZVPD.

As for the net charge: -1. Its HOMO energy is -7.1491 eV.

Last column: Mulliken charge in e.
Element x y z (Å)
1 O 0.92573 1.09241 -1.29411  -0.7681
2 H 0.90519 1.07525 -2.26007  0.3527
3 H 0.09635 0.56857 -1.04812  0.4549
4 O -0.58872 0.36884 2.73430  -0.8085
5 H -1.04381 0.80382 2.00650  0.3100
6 H -0.69467 -0.58231 2.45919  0.4765
7 O 0.54713 -0.28581 -3.68479  -0.6472
8 H 1.21361 -0.83025 -3.24955  0.3596
9 H -0.17971 -0.82829 -3.99534  0.2793
10 O -1.23225 -0.37346 -0.53478  -0.8877
11 H -1.05568 -1.06686 0.41104  0.3801
12 H -2.18876 -0.38808 -0.60376  0.2391
13 O -0.02533 -2.89072 -1.72059  -0.7211
14 H -0.37428 -1.99005 -1.60665  0.3607
15 H 0.25022 -3.08985 -0.79030  0.3977
16 O 1.03204 -2.78524 0.77263  -0.7027
17 H 1.37543 -3.45688 1.37318  0.2475
18 H 2.58384 -1.09294 -0.31625  0.3124
19 O 2.96072 -0.28695 -0.67901  -0.7397
20 H 2.12636 0.32420 -0.84288  0.3927
21 O -1.12758 -1.78266 1.50479  -1.0158
22 H 0.14865 -2.45621 1.23768  0.4708
23 H -1.68872 -2.56015 1.50269  0.1993
24 O 1.31464 2.10777 2.16263  -0.7906
25 H 0.78868 1.32002 2.43297  0.4503
26 H 1.91214 1.67156 1.52435  0.3285
27 O 0.31218 3.55990 0.04148  -0.7355
28 H 0.54975 3.04907 0.84870  0.4129
29 H 0.55144 2.88746 -0.61215  0.3990
30 O -3.44668 2.60334 0.85537  -0.6720
31 H -2.73424 2.02391 1.13603  0.3509
32 H -3.21366 3.29061 0.23479  0.3138


Which is most stable, and by how much? <two>, by 0.1601 hartree.